# 1
DFT (ωB97M-V/def2-TZVPD) results for a cluster of 6 separate species, C46H41BrClF6IN5O2S2 in total.

Computed properties:
charge	+1
LUMO energy	-5.35	eV
F_max	3.93	eV/A
highest occupied orbital energy	-9.938	eV

```
105
Properties=species:S:1:pos:R:3:lowdin_charge:R:1
C 5.42 -3.46 0.23 -0.090
C 4.02 -4.07 0.08 -0.285
C 2.96 -3.04 -0.38 -0.621
Cl 2.48 -1.96 0.94 0.734
C 1.73 -3.78 -0.95 -0.210
N 1.54 -4.97 -0.48 0.128
N 0.52 -5.63 -0.97 -0.412
Br 0.30 -7.34 -0.26 1.014
C -0.26 -5.11 -1.89 -0.273
C -1.38 -6.01 -2.40 -0.192
C -2.59 -6.10 -1.39 -0.252
C -3.73 -5.13 -1.79 -0.439
S -3.45 -3.57 -0.85 0.832
C -4.84 -2.57 -1.43 -1.010
S -4.83 -1.71 -2.80 0.712
N -5.95 -2.55 -0.57 -0.162
C -7.13 -1.91 -0.86 -0.071
C -7.87 -2.14 0.27 -0.110
N -7.15 -2.87 1.16 0.067
C -5.99 -3.15 0.68 -0.162
C -0.14 -3.81 -2.42 -0.473
I -1.42 -2.96 -3.83 1.234
C 0.94 -3.09 -1.91 -0.051
C 1.25 -1.67 -2.35 -0.427
O 1.28 -0.82 -1.50 0.131
N 1.50 -1.34 -3.72 0.170
C 1.27 0.07 -3.86 -0.472
O 2.13 0.90 -3.78 0.184
F 0.01 0.45 -4.11 0.133
H 5.58 -2.92 1.16 0.077
H 5.70 -2.89 -0.66 0.076
H 6.12 -4.31 0.26 0.080
H 4.09 -4.84 -0.70 0.112
H 3.66 -4.57 0.98 0.108
H 3.42 -2.51 -1.23 0.119
H -1.80 -5.64 -3.34 0.056
H -1.01 -7.02 -2.62 0.096
H -2.99 -7.11 -1.46 0.120
H -2.28 -5.89 -0.36 0.079
H -4.72 -5.54 -1.58 0.095
H -3.73 -4.87 -2.85 0.051
H -7.40 -1.36 -1.74 0.099
H -8.88 -1.78 0.43 0.111
H -5.22 -3.72 1.15 0.104
H 0.79 -1.77 -4.32 0.027
F 5.87 -3.93 -3.55 0.029
C 7.06 -3.36 -3.86 -0.293
C 7.09 -2.23 -4.65 -0.023
C 8.31 -1.65 -4.96 -0.077
C 9.48 -2.21 -4.49 -0.087
C 9.44 -3.35 -3.71 -0.076
C 8.23 -3.93 -3.38 -0.023
H 6.16 -1.81 -5.01 0.114
H 8.34 -0.75 -5.57 0.108
H 10.43 -1.76 -4.74 0.106
H 10.36 -3.80 -3.35 0.108
H 8.17 -4.82 -2.76 0.116
F -4.47 -2.31 5.61 0.051
C -5.16 -1.22 5.22 -0.285
C -5.91 -1.27 4.07 -0.024
C -6.62 -0.15 3.67 -0.082
C -6.57 1.02 4.43 -0.093
C -5.80 1.05 5.59 -0.077
C -5.10 -0.07 5.99 -0.018
H -5.93 -2.18 3.48 0.090
H -7.22 -0.18 2.77 0.094
H -7.12 1.89 4.12 0.102
H -5.76 1.96 6.18 0.108
H -4.50 -0.06 6.90 0.109
F 1.94 7.22 -2.75 0.040
C 1.65 5.95 -2.42 -0.274
C 1.95 4.94 -3.31 -0.004
C 1.65 3.63 -2.98 -0.078
C 1.04 3.35 -1.76 -0.090
C 0.74 4.37 -0.87 -0.080
C 1.05 5.69 -1.20 -0.015
H 2.41 5.18 -4.26 0.118
H 1.88 2.83 -3.66 0.067
H 0.80 2.32 -1.50 0.092
H 0.27 4.16 0.07 0.105
H 0.83 6.50 -0.53 0.119
F 4.25 13.03 -5.33 0.058
C 3.96 11.76 -5.01 -0.290
C 4.26 10.75 -5.91 -0.021
C 3.96 9.44 -5.57 -0.080
C 3.35 9.15 -4.35 -0.096
C 3.05 10.18 -3.47 -0.078
C 3.36 11.49 -3.80 -0.017
H 4.73 10.99 -6.85 0.116
H 4.20 8.64 -6.26 0.102
H 3.12 8.13 -4.09 0.074
H 2.58 9.96 -2.52 0.102
H 3.14 12.30 -3.12 0.117
F -6.77 1.69 10.83 0.061
C -5.50 1.23 10.89 -0.290
C -4.58 1.91 11.65 -0.016
C -3.27 1.43 11.72 -0.082
C -2.92 0.29 11.02 -0.099
C -3.86 -0.38 10.25 -0.091
C -5.17 0.09 10.19 -0.026
H -4.87 2.81 12.19 0.118
H -2.54 1.95 12.32 0.105
H -1.90 -0.08 11.07 0.100
H -3.59 -1.27 9.70 0.103
H -5.92 -0.43 9.61 0.116
```

=====

# 2
DFT (ωB97M-V/def2-TZVPD) results for a cluster of 22 separate species, C46H41Cl84FNO6 in total.

Computed properties:
charge	+1
LUMO energy	-4.57	eV
F_max	9.13	eV/A
highest occupied orbital energy	-11.765	eV

```
179
Properties=species:S:1:pos:R:3:lowdin_charge:R:1
C 1.92 9.23 -0.66 -0.153
C 1.91 7.66 -0.19 -0.250
C 3.29 7.15 0.55 -0.205
C 3.46 5.52 0.35 -0.187
C 3.01 4.63 1.66 -0.168
C 1.97 3.38 1.25 0.056
C 2.33 1.84 1.67 0.005
C 3.73 1.38 2.47 -0.135
C 4.75 0.88 1.25 -0.184
C 6.32 0.80 1.75 -0.212
C 7.10 2.15 1.20 -0.185
C 8.52 1.72 0.47 -0.166
C 9.11 2.85 -0.57 -0.188
O 8.14 3.35 -1.55 -0.184
C 7.66 2.28 -2.45 -0.258
C 6.06 2.16 -2.88 -0.009
O 8.47 1.35 -3.02 -0.070
C 1.29 0.59 1.32 0.097
C 1.62 -0.98 1.78 -0.224
O 2.31 -1.81 0.99 -0.006
O 1.16 -1.52 3.11 -0.028
C -0.09 0.99 0.49 0.037
C -1.12 -0.26 0.17 -0.078
C -2.11 -0.40 1.51 -0.192
O -2.28 0.86 2.24 -0.203
C -1.59 0.86 3.54 -0.236
C -2.37 1.80 4.68 -0.086
C -0.33 2.56 0.09 0.025
O -1.56 2.93 -0.68 -0.101
C -1.20 3.11 -2.12 -0.259
C -1.68 1.87 -3.08 -0.078
N 0.68 3.67 0.47 0.048
F 0.30 4.94 0.08 0.034
H 1.16 9.30 -1.58 -0.021
H 2.96 9.65 -0.99 0.087
H 1.40 9.88 0.20 0.063
H 1.69 6.96 -1.13 0.050
H 1.03 7.50 0.58 0.114
H 3.26 7.42 1.69 0.038
H 4.25 7.68 0.11 0.090
H 4.61 5.33 0.16 0.102
H 2.81 5.11 -0.57 0.096
H 3.98 4.23 2.18 0.061
H 2.46 5.31 2.45 0.082
H 3.51 0.49 3.24 0.139
H 4.21 2.25 3.09 0.081
H 4.34 -0.15 0.85 0.111
H 4.57 1.66 0.37 0.111
H 6.81 -0.13 1.20 0.100
H 6.42 0.64 2.92 0.099
H 7.36 2.87 2.12 0.121
H 6.48 2.72 0.36 0.102
H 8.37 0.71 -0.10 0.118
H 9.30 1.58 1.36 0.103
H 9.54 3.80 0.00 0.138
H 10.02 2.41 -1.20 0.145
H 6.05 1.76 -3.99 0.041
H 5.52 1.32 -2.23 0.091
H 5.49 3.18 -2.85 0.084
H 0.32 -2.05 2.98 0.032
H -1.78 0.03 -0.75 0.105
H -0.54 -1.28 -0.03 0.143
H -3.18 -0.66 1.05 0.152
H -1.81 -1.32 2.16 -0.020
H -1.34 -0.20 3.97 0.115
H -0.54 1.41 3.38 0.113
H -1.54 2.09 5.47 0.085
H -2.80 2.80 4.23 0.092
H -3.19 1.15 5.23 0.086
H -1.69 4.09 -2.58 0.131
H -0.04 3.26 -2.19 0.042
H -1.32 0.81 -2.74 0.071
H -1.24 2.03 -4.18 0.065
H -2.87 1.88 -3.22 0.108
C -1.67 -4.72 3.97 -1.946
Cl -0.23 -5.67 3.52 0.545
Cl -1.56 -4.27 5.69 0.526
Cl -1.74 -3.25 2.97 0.599
Cl -3.13 -5.70 3.70 0.476
C -4.65 -4.67 8.43 -1.987
Cl -4.59 -6.42 8.74 0.496
Cl -5.94 -3.94 9.42 0.530
Cl -3.09 -3.93 8.86 0.504
Cl -4.99 -4.38 6.71 0.482
C 6.26 -0.39 -7.00 -1.984
Cl 5.74 0.66 -8.34 0.497
Cl 4.84 -0.92 -6.06 0.468
Cl 7.10 -1.82 -7.67 0.531
Cl 7.38 0.51 -5.94 0.557
C 3.70 -2.89 -2.71 -2.011
Cl 3.59 -3.78 -4.25 0.515
Cl 5.35 -2.24 -2.52 0.505
Cl 2.53 -1.55 -2.71 0.484
Cl 3.34 -3.99 -1.36 0.526
C 1.39 6.10 -4.43 -1.925
Cl 0.75 5.30 -5.88 0.503
Cl 3.17 6.03 -4.45 0.526
Cl 0.86 7.80 -4.41 0.486
Cl 0.79 5.27 -2.97 0.603
C -2.51 -7.38 -0.37 -1.980
Cl -2.41 -6.00 0.76 0.454
Cl -2.48 -8.90 0.54 0.520
Cl -4.04 -7.27 -1.30 0.507
Cl -1.13 -7.32 -1.50 0.526
C -3.17 8.46 -6.14 -1.991
Cl -2.44 10.09 -6.08 0.506
Cl -4.11 8.18 -4.65 0.497
Cl -4.24 8.35 -7.55 0.529
Cl -1.88 7.24 -6.27 0.477
C -5.10 -9.04 4.97 -1.963
Cl -4.99 -7.67 6.10 0.462
Cl -5.06 -10.57 5.88 0.512
Cl -6.62 -8.94 4.04 0.515
Cl -3.72 -8.99 3.84 0.457
C -9.85 -8.03 1.44 -2.007
Cl -10.11 -7.23 3.01 0.512
Cl -10.20 -9.77 1.59 0.498
Cl -10.92 -7.31 0.22 0.515
Cl -8.15 -7.81 0.94 0.480
C -1.49 10.93 -2.12 -1.951
Cl -3.19 10.75 -2.61 0.505
Cl -1.30 10.45 -0.42 0.545
Cl -0.46 9.89 -3.14 0.462
Cl -0.99 12.63 -2.32 0.536
C 4.44 6.24 4.84 -1.967
Cl 4.71 6.57 6.57 0.547
Cl 3.73 4.62 4.65 0.562
Cl 3.33 7.46 4.17 0.566
Cl 6.00 6.31 3.97 0.527
C 7.64 7.24 -1.67 -1.994
Cl 5.94 7.05 -2.16 0.503
Cl 7.82 6.76 0.04 0.506
Cl 8.66 6.20 -2.69 0.555
Cl 8.14 8.94 -1.87 0.532
C 8.97 -1.96 3.92 -1.990
Cl 7.27 -2.14 3.44 0.523
Cl 9.15 -2.44 5.63 0.483
Cl 10.00 -3.00 2.90 0.528
Cl 9.47 -0.26 3.73 0.521
C -6.78 -3.91 -1.07 -1.993
Cl -8.13 -4.37 0.00 0.508
Cl -6.82 -4.90 -2.55 0.495
Cl -6.92 -2.19 -1.50 0.506
Cl -5.23 -4.18 -0.22 0.477
C -8.99 -3.32 -5.53 -1.953
Cl -9.64 -3.37 -3.87 0.476
Cl -7.77 -2.03 -5.66 0.474
Cl -8.24 -4.89 -5.92 0.526
Cl -10.32 -2.99 -6.68 0.488
C -7.64 0.55 -8.76 -1.993
Cl -8.42 1.06 -10.28 0.519
Cl -8.61 -0.75 -8.01 0.447
Cl -6.00 -0.06 -9.10 0.511
Cl -7.54 1.93 -7.64 0.508
C 9.90 -2.79 9.57 -2.006
Cl 9.65 -3.96 8.24 0.481
Cl 8.33 -2.12 10.07 0.511
Cl 10.66 -3.62 10.95 0.522
Cl 10.96 -1.48 9.01 0.510
C -14.15 -4.45 -4.88 -1.997
Cl -14.27 -5.33 -6.42 0.516
Cl -12.50 -3.80 -4.69 0.452
Cl -15.32 -3.10 -4.88 0.516
Cl -14.52 -5.55 -3.53 0.512
C -2.36 -13.63 4.69 -2.001
Cl -3.71 -14.09 5.76 0.509
Cl -2.40 -14.62 3.21 0.516
Cl -2.50 -11.91 4.26 0.461
Cl -0.81 -13.90 5.54 0.515
C -12.57 -13.10 3.02 -2.014
Cl -13.10 -12.05 1.68 0.498
Cl -13.99 -13.63 3.95 0.515
Cl -11.74 -14.53 2.35 0.512
Cl -11.46 -12.20 4.08 0.496
C 1.65 1.75 -7.55 -1.992
Cl 1.12 2.81 -8.88 0.527
Cl 0.23 1.23 -6.61 0.511
Cl 2.48 0.33 -8.21 0.497
Cl 2.76 2.65 -6.49 0.479
```

=====

# 3
DFT (ωB97M-V/def2-TZVPD) results for a structure of composition C46H41F15GeN2O3SSbTi.

Computed properties:
charge	-1
LUMO energy	2.19	eV
F_max	0.53	eV/A
energy relative to the best compared isomer or geometry (same formula, charge and spin)	1.6	kJ/mol
highest occupied orbital energy	-5.227	eV

```
111
Properties=species:S:1:pos:R:3:lowdin_charge:R:1
Ti 0.58 -1.01 -1.09 0.880
C 4.33 -0.44 4.82 -0.061
C 3.72 -0.85 3.50 -0.284
C 3.42 -2.18 3.22 -0.041
C 2.90 -2.54 1.99 -0.022
C 2.67 -1.60 0.99 -0.240
N 2.16 -2.01 -0.25 -0.031
C 2.92 -2.97 -0.93 -0.194
C 4.30 -3.08 -0.67 -0.014
C 5.10 -3.99 -1.32 -0.037
C 4.59 -4.86 -2.27 -0.272
C 5.44 -5.88 -2.97 -0.059
C 3.24 -4.74 -2.56 0.016
C 2.41 -3.82 -1.93 -0.062
C 0.93 -3.77 -2.23 -0.289
O 0.46 -2.48 -2.19 -0.215
C 0.21 -4.66 -1.15 -0.527
F 0.20 -4.07 0.05 0.147
F -1.06 -4.93 -1.46 0.149
F 0.83 -5.84 -1.00 0.157
C 0.52 -4.32 -3.63 -0.557
F 1.36 -3.91 -4.58 0.167
F -0.70 -3.90 -3.97 0.164
F 0.50 -5.67 -3.67 0.142
C 2.94 -0.25 1.28 -0.064
C 3.46 0.10 2.52 0.020
C 2.59 0.75 0.18 -0.290
O 1.32 0.50 -0.24 -0.303
C 3.63 0.61 -1.03 -0.512
F 3.94 1.79 -1.59 0.153
F 4.79 0.08 -0.60 0.155
F 3.16 -0.16 -2.02 0.137
C 2.65 2.22 0.64 -0.565
F 1.89 2.41 1.73 0.138
F 3.90 2.60 0.96 0.152
F 2.20 3.07 -0.28 0.129
H 4.14 -1.19 5.59 0.072
H 3.94 0.51 5.16 0.073
H 5.41 -0.33 4.73 0.079
H 3.59 -2.94 3.98 0.111
H 2.68 -3.58 1.78 0.127
H 4.75 -2.41 0.05 0.111
H 6.16 -4.03 -1.08 0.109
H 6.39 -6.02 -2.45 0.069
H 5.67 -5.57 -4.00 0.079
H 4.94 -6.85 -3.03 0.075
H 2.81 -5.41 -3.29 0.120
H 3.68 1.13 2.75 0.118
S 0.19 0.62 -2.93 0.613
C 0.23 -0.26 -4.38 -0.796
N 0.26 -0.82 -5.39 0.061
F -1.26 9.07 -1.10 0.041
C -1.24 7.74 -0.82 -0.288
C -0.17 6.99 -1.27 -0.015
C -0.16 5.63 -0.97 -0.121
C -1.20 5.04 -0.25 -0.380
C -2.25 5.84 0.18 -0.118
C -2.28 7.20 -0.09 -0.013
Sb -1.20 2.89 -0.02 1.584
C -2.05 2.87 1.95 -0.389
C -1.63 3.79 2.90 -0.119
C -2.00 3.67 4.24 -0.017
C -2.79 2.61 4.60 -0.292
F -3.14 2.47 5.90 0.040
C -3.23 1.67 3.69 -0.010
C -2.84 1.80 2.37 -0.136
C -3.05 2.87 -1.12 -0.373
C -2.95 2.93 -2.51 -0.143
C -4.08 3.00 -3.31 -0.011
C -5.32 2.98 -2.70 -0.282
F -6.43 3.03 -3.47 0.043
C -5.46 2.92 -1.33 -0.013
C -4.32 2.87 -0.54 -0.133
H 0.62 7.46 -1.83 0.116
H 0.67 5.03 -1.32 0.090
H -3.07 5.40 0.74 0.100
H -3.09 7.83 0.23 0.115
H -1.00 4.63 2.61 0.099
H -1.68 4.39 4.98 0.115
H -3.85 0.84 4.02 0.119
H -3.15 1.04 1.66 0.085
H -1.98 2.93 -2.98 0.083
H -4.01 3.04 -4.39 0.121
H -6.45 2.92 -0.89 0.116
H -4.43 2.83 0.53 0.088
C -0.30 -1.84 3.48 -0.003
C -0.01 -0.37 3.35 -0.476
C 0.44 0.38 4.58 -0.004
O -0.17 0.19 2.29 0.050
H 0.09 -2.27 4.41 0.077
H 0.12 -2.37 2.63 0.070
H -1.39 -1.98 3.46 0.089
H -0.34 0.32 5.34 0.087
H 0.64 1.42 4.33 0.083
H 1.34 -0.09 4.98 0.070
C -3.00 -0.66 -3.27 -0.221
Ge -2.91 -1.53 -1.52 0.768
C -4.44 -0.83 -0.48 -0.216
C -3.46 -3.38 -1.86 -0.220
C -1.36 -1.22 -0.33 -0.348
H -2.45 -1.24 -4.02 0.013
H -2.60 0.35 -3.27 -0.035
H -4.05 -0.63 -3.54 0.023
H -5.33 -0.77 -1.11 0.017
H -4.25 0.16 -0.08 -0.025
H -4.66 -1.50 0.35 0.016
H -4.49 -3.30 -2.21 0.019
H -3.45 -3.99 -0.96 0.016
H -2.87 -3.87 -2.62 -0.002
H -1.38 -2.00 0.43 0.002
H -1.57 -0.27 0.17 -0.036
```

=====

Q: Which formula does entry 2 have?
A: C46H41Cl84FNO6